1.
ORCA calculation (ωB97M-V with the def2-TZVPD basis set) on C32H41AsN2O7P2SSiTi as an isolated structure.

Positions of all 88 atoms, in Å:
Ti -0.449 -1.563 0.390
O 3.226 -2.786 2.275
P 1.627 -2.617 2.280
O 1.105 -2.459 3.648
O 1.376 -1.545 1.212
O 1.138 -3.971 1.565
P -0.390 -4.557 1.442
O -0.262 -5.403 0.098
O -0.754 -5.378 2.600
O -1.216 -3.326 1.061
H 3.494 -3.163 3.118
H -0.193 -4.731 -0.630
S 0.614 0.247 -1.526
C 2.119 1.070 -1.237
C 3.237 0.837 -2.062
C 4.420 1.526 -1.890
C 4.541 2.482 -0.883
C 3.458 2.725 -0.054
C 2.260 2.033 -0.224
As 0.738 2.224 0.981
C 1.447 3.677 2.119
C 1.526 5.016 1.732
C 2.028 5.980 2.595
C 2.466 5.618 3.862
C 2.394 4.292 4.260
C 1.882 3.331 3.395
C -0.448 3.351 -0.089
C -1.608 3.820 0.519
C -2.533 4.572 -0.193
C -2.308 4.856 -1.532
C -1.156 4.387 -2.148
C -0.231 3.638 -1.433
H 3.146 0.085 -2.837
H 5.260 1.310 -2.541
H 5.468 3.024 -0.739
H 3.552 3.460 0.737
H 1.187 5.303 0.743
H 2.079 7.015 2.275
H 2.859 6.370 4.537
H 2.729 4.000 5.248
H 1.820 2.298 3.721
H -1.804 3.587 1.560
H -3.435 4.919 0.297
H -3.032 5.431 -2.097
H -0.979 4.591 -3.198
H 0.656 3.258 -1.925
C -3.023 0.405 -1.384
C -2.710 -0.939 -1.967
C -3.390 -1.431 -3.073
C -2.938 -2.620 -3.650
C -1.822 -3.258 -3.165
C -1.131 -2.695 -2.060
N -1.671 -1.599 -1.450
N 0.016 -3.110 -1.517
Si 1.436 -3.493 -2.412
C 1.568 -5.356 -2.783
C 1.459 -2.604 -4.077
C 2.936 -2.994 -1.406
H -4.071 0.670 -1.542
H -2.388 1.149 -1.873
H -2.770 0.442 -0.325
H -4.231 -0.883 -3.475
H -3.465 -3.038 -4.502
H -1.446 -4.172 -3.605
H 0.814 -5.671 -3.509
H 1.436 -5.950 -1.877
H 2.552 -5.592 -3.201
H 0.629 -2.917 -4.715
H 2.392 -2.809 -4.609
H 1.368 -1.530 -3.911
H 3.118 -3.693 -0.588
H 2.770 -2.008 -0.969
H 3.832 -2.953 -2.033
C -3.341 0.703 2.620
C -2.760 -0.694 2.362
C -3.802 -1.544 1.629
C -2.456 -1.357 3.716
C -1.460 -0.604 1.594
H -4.199 0.648 3.301
H -3.677 1.174 1.692
H -2.591 1.356 3.073
H -3.416 -2.544 1.437
H -4.711 -1.633 2.237
H -4.085 -1.097 0.674
H -3.379 -1.525 4.286
H -1.793 -0.725 4.311
H -1.951 -2.312 3.569
H -0.702 -0.026 2.141

E_LUMO	4.23	eV
frontier orbital gap	5.9	eV
energy	-6336.32716	a.u.
total charge	-2

Results of the Löwdin charge analysis, in e, for atoms 1 through 6:
1 Ti 0.831
2 O -0.124
3 P 0.197
4 O -0.278
5 O -0.386
6 O -0.274


2.
ORCA calculation (ωB97M-V with the def2-TZVPD basis set) on a 5-piece molecular cluster, C18H22Cl6N2O4 overall at a distorted geometry.

Positions of all 52 atoms, in Å:
O 3.831 5.558 -32.012
N 3.064 5.346 -31.086
O 2.346 4.356 -31.016
C 3.072 6.385 -29.985
C 2.336 6.267 -28.772
C 2.303 7.274 -27.772
C 3.035 8.412 -27.995
C 3.854 8.497 -29.111
C 3.803 7.550 -30.110
H 1.700 5.395 -28.719
H 1.812 7.220 -26.812
H 3.116 9.257 -27.328
H 4.395 9.407 -29.321
H 4.345 7.817 -31.005
O 9.027 18.896 -18.469
N 7.845 18.835 -18.160
O 7.434 19.276 -17.127
C 6.962 17.979 -18.945
C 7.438 17.489 -20.198
C 6.538 16.804 -21.048
C 5.305 16.452 -20.628
C 4.901 16.750 -19.368
C 5.672 17.552 -18.531
H 8.388 17.796 -20.609
H 6.812 16.601 -22.073
H 4.606 15.905 -21.244
H 3.955 16.369 -19.014
H 5.258 17.824 -17.572
Cl 4.764 22.550 -23.076
C 3.503 21.571 -23.771
C 4.121 21.048 -25.033
Cl 3.122 19.737 -25.623
H 2.588 22.139 -23.936
H 3.361 20.859 -22.958
H 5.096 20.640 -24.767
H 4.204 21.849 -25.768
Cl 5.954 9.285 -12.502
C 6.429 10.969 -12.320
C 6.664 11.726 -13.635
Cl 8.195 11.263 -14.404
H 7.361 10.865 -11.765
H 5.652 11.496 -11.768
H 6.655 12.814 -13.701
H 5.914 11.355 -14.334
Cl 5.486 9.493 -20.515
C 4.368 8.097 -20.589
C 3.070 8.290 -19.748
Cl 1.996 9.515 -20.392
H 4.996 7.354 -20.098
H 4.172 7.765 -21.609
H 3.457 8.671 -18.803
H 2.542 7.339 -19.816

E_LUMO	-0.58	eV
frontier orbital gap	9.6	eV
SMILES	O=[N+]([O-])c1ccccc1.O=[N+]([O-])c1ccccc1.ClCCCl.ClCCCl.ClCCCl
energy	-3870.47552	a.u.

Results of the natural (NBO) charge analysis, in e, for atoms 1 through 6:
1 O -0.365
2 N 0.529
3 O -0.365
4 C 0.022
5 C -0.177
6 C -0.224


3.
ORCA calculation (ωB97M-V with the def2-TZVPD basis set) on a 14-piece molecular cluster, H27O14 overall at a distorted geometry.

Positions of all 41 atoms, in Å:
O 2.913 2.150 -3.492
H -0.999 -0.417 1.233
O 1.142 -3.317 2.712
H -2.003 1.130 2.212
H 0.499 -3.362 -0.245
O 3.308 -2.633 0.493
H -0.404 -1.977 0.344
H 1.431 3.284 1.526
O 1.850 2.867 0.771
H 1.728 -1.157 1.713
H 1.323 2.106 0.515
O 1.115 -0.407 1.750
H 2.842 2.272 -2.543
H 0.525 -3.626 3.346
O -2.339 1.106 3.116
H -1.997 0.952 -1.865
H 3.121 -0.034 3.058
O -1.580 1.045 -0.996
H -1.484 4.846 -1.490
H -2.286 0.168 3.313
O 0.494 -2.558 0.243
H 2.725 -2.110 -0.062
H -1.469 0.474 -4.069
O -1.200 4.261 -2.191
H -0.905 3.410 -1.866
H 2.953 -3.515 0.457
O -3.946 -0.741 0.052
H -3.760 0.023 -0.491
H -3.036 -0.972 0.419
O 3.206 0.823 3.430
H -1.629 0.109 -0.602
H 2.119 2.399 -3.933
O -1.412 -0.968 0.566
H -0.184 -2.360 -1.714
H 2.326 1.144 3.461
O -2.171 1.121 -3.952
H 1.109 -0.184 0.810
H -2.999 0.685 -3.916
O -0.638 -1.728 -2.277
H 0.707 -3.234 1.841
H -0.995 -1.077 -1.675

E_LUMO	2.56	eV
frontier orbital gap	9.5	eV
energy	-1069.60630	a.u.
total charge	-1

Results of the natural (NBO) charge analysis, in e, for atoms 1 through 6:
1 O -0.956
2 H 0.458
3 O -0.991
4 H 0.474
5 H 0.456
6 O -0.947


4.
ORCA calculation (ωB97M-V with the def2-TZVPD basis set) on one molecule with the formula C10H11NO2 at a distorted geometry.

Positions of all 24 atoms, in Å:
C -3.595 -0.004 0.030
C -3.216 1.324 0.189
C -2.703 -1.052 -0.116
C -1.918 1.723 0.068
C -1.357 -0.654 -0.138
C -1.108 0.679 -0.057
C -0.230 -1.573 -0.530
C 1.085 -1.485 0.348
C 1.929 -0.221 0.120
C 3.993 0.920 0.147
N 1.177 0.821 -0.152
O 1.439 2.043 -0.268
O 3.290 -0.297 -0.012
H -4.708 -0.352 0.143
H -3.939 2.001 0.294
H -3.133 -2.006 -0.234
H -1.656 2.715 0.121
H -0.706 -2.673 -0.392
H 0.168 -1.492 -1.608
H 0.978 -1.693 1.455
H 1.781 -2.403 0.151
H 4.290 1.140 -0.800
H 4.774 0.843 0.805
H 3.364 1.695 0.437

E_LUMO (spin up / spin down)	0.05 / -0.25	eV
frontier orbital gap (spin up / spin down)	8.0 / 7.5	eV
energy	-592.63985	a.u.

Results of the natural (NBO) charge analysis, in e, for atoms 1 through 6:
1 C -0.202
2 C -0.193
3 C -0.191
4 C -0.340
5 C -0.183
6 C 0.363


5.
ORCA calculation (ωB97M-V with the def2-TZVPD basis set) on C25H26BrCuN6O2PS as an isolated structure at a distorted geometry.

Positions of all 63 atoms, in Å:
Cu 0.474 0.090 -0.558
N 0.667 -3.559 -2.422
C -0.494 -4.318 -2.576
C -0.500 -5.415 -3.429
C -1.632 -6.208 -3.530
C -2.757 -5.924 -2.769
C -2.770 -4.820 -1.932
C -1.651 -4.011 -1.848
S -1.695 -2.570 -0.807
N -0.141 -2.004 -0.855
C 0.815 -2.530 -1.554
C 2.166 -1.976 -1.353
C 3.318 -2.702 -1.651
C 4.558 -2.117 -1.442
C 4.613 -0.838 -0.908
C 3.419 -0.205 -0.590
N 2.234 -0.754 -0.812
H 1.461 -3.845 -2.979
H 0.379 -5.656 -4.008
H -1.630 -7.055 -4.198
H -3.623 -6.561 -2.830
H -3.643 -4.582 -1.346
H 3.259 -3.721 -2.001
H 5.461 -2.655 -1.695
H 5.558 -0.348 -0.732
H 3.413 0.782 -0.150
Br -4.160 5.887 -1.129
C -2.750 4.982 -2.045
C -2.319 5.454 -3.278
C -1.303 4.781 -3.935
C -0.735 3.648 -3.379
C -1.164 3.190 -2.134
C -2.180 3.863 -1.462
C -0.546 1.988 -1.544
O 0.071 1.153 -2.245
O -0.605 1.767 -0.290
H -2.777 6.332 -3.712
H -0.958 5.141 -4.892
H 0.045 3.114 -3.896
H -2.532 3.498 -0.510
C -1.025 1.316 4.873
N -1.176 1.960 3.502
C 0.053 2.830 3.248
N 1.248 2.096 3.420
C 1.319 1.490 4.738
N 0.192 0.602 4.955
C 0.237 -0.585 4.131
P 0.165 -0.202 2.277
C -1.325 0.936 2.447
C 1.477 1.141 2.360
H -1.878 0.653 5.040
H -1.034 2.115 5.622
H -2.004 2.562 3.504
H 0.024 3.664 3.954
H -0.012 3.206 2.222
H 1.309 2.277 5.497
H 2.247 0.927 4.830
H -0.598 -1.239 4.397
H 1.159 -1.125 4.350
H -2.204 0.321 2.661
H -1.468 1.423 1.478
H 1.502 1.666 1.400
H 2.447 0.665 2.525

E_LUMO (spin up / spin down)	-6.31 / -8.59	eV
frontier orbital gap (spin up / spin down)	6.3 / 3.9	eV
energy	-6400.80390	a.u.
total charge	+2
multiplicity	2

Results of the natural (NBO) charge analysis, in e, for atoms 1 through 6:
1 Cu 0.895
2 N -0.490
3 C 0.236
4 C -0.229
5 C -0.129
6 C -0.153


6.
ORCA calculation (ωB97M-V with the def2-TZVPD basis set) on one molecule with the formula C18H22N6O2 at a distorted geometry.

Positions of all 48 atoms, in Å:
C 0.006 -3.373 1.465
N -1.326 -3.274 0.902
C -2.064 -2.075 1.277
C -2.080 -1.022 0.147
N -0.838 -1.078 -0.589
C 0.301 -0.428 -0.267
N 1.465 -0.814 -0.802
C 2.381 0.058 -0.343
C 1.795 0.996 0.488
C 2.544 2.030 1.110
O 2.164 2.907 1.868
N 3.889 1.936 0.738
C 4.522 1.025 -0.083
O 5.712 1.085 -0.300
N 3.712 0.054 -0.630
C 4.268 -0.957 -1.501
N 0.442 0.664 0.538
C -0.501 1.492 1.251
C -1.494 2.192 0.356
C -2.722 2.590 0.870
C -3.635 3.256 0.072
C -3.331 3.528 -1.251
C -2.108 3.137 -1.769
C -1.192 2.475 -0.969
C -0.713 -2.328 -1.327
C -1.368 -3.481 -0.529
H 0.707 -2.602 1.119
H -0.069 -3.316 2.551
H 0.414 -4.348 1.204
H -1.617 -1.655 2.180
H -3.096 -2.362 1.511
H -2.874 -1.255 -0.569
H -2.273 -0.027 0.533
H 4.502 2.640 1.133
H 3.734 -0.955 -2.450
H 4.166 -1.941 -1.041
H 5.319 -0.721 -1.652
H -1.016 0.908 2.022
H 0.103 2.252 1.764
H -2.962 2.379 1.903
H -4.585 3.561 0.484
H -4.043 4.045 -1.875
H -1.862 3.351 -2.798
H -0.238 2.181 -1.380
H -1.207 -2.214 -2.299
H 0.348 -2.510 -1.491
H -0.863 -4.420 -0.762
H -2.420 -3.587 -0.808

E_LUMO	0.63	eV
frontier orbital gap	8.3	eV
SMILES	CN1CCN(c2nc3c(c(=O)[nH]c(=O)n3C)n2Cc2ccccc2)CC1
energy	-1178.19068	a.u.

Results of the natural (NBO) charge analysis, in e, for atoms 1 through 6:
1 C -0.412
2 N -0.443
3 C -0.229
4 C -0.241
5 N -0.416
6 C 0.595


7.
ORCA calculation (ωB97M-V with the def2-TZVPD basis set) on CH4N2P2 as an isolated structure at a distorted geometry.

Positions of all 9 atoms, in Å:
C -0.146 -0.007 -0.080
N 0.100 -0.853 -1.135
N 0.677 0.919 0.610
P -0.539 -1.758 0.232
P -0.948 1.591 0.304
H -0.631 -0.668 -1.737
H 0.896 0.323 1.770
H 0.807 -1.888 0.632
H -0.216 2.342 -0.596

E_LUMO	0.51	eV
frontier orbital gap	9.6	eV
energy	-832.56545	a.u.

Results of the natural (NBO) charge analysis, in e, for atoms 1 through 6:
1 C -0.216
2 N -0.791
3 N -0.791
4 P 0.581
5 P 0.608
6 H 0.363


8.
ORCA calculation (ωB97M-V with the def2-TZVPD basis set) on one molecule with the formula C2H5N3O at a distorted geometry.

Positions of all 11 atoms, in Å:
N -2.107 -0.055 0.250
C -0.976 -0.603 -0.306
O -0.956 -1.623 -0.947
N 0.180 0.147 0.020
C 1.326 -0.139 -0.595
N 2.439 0.462 -0.099
H -2.954 -0.481 -0.093
H -2.147 0.948 0.358
H 0.114 0.843 0.765
H 2.740 -0.547 -0.114
H 2.341 1.046 0.762

E_LUMO	0.69	eV
frontier orbital gap	9.3	eV
energy	-318.65585	a.u.

Results of the natural (NBO) charge analysis, in e, for atoms 1 through 6:
1 N -0.841
2 C 0.791
3 O -0.569
4 N -0.685
5 C 0.216
6 N -0.835


9.
ORCA calculation (ωB97M-V with the def2-TZVPD basis set) on a 4-piece molecular cluster, C17H31ClF3O15PS3 overall at a distorted geometry.

Positions of all 71 atoms, in Å:
C 5.583 1.592 2.769
C 6.582 1.416 1.656
O 7.621 2.032 1.617
O 6.340 0.491 0.700
C 5.059 -0.127 0.593
C 4.013 0.777 -0.082
C 3.191 0.087 -1.196
P 1.330 0.072 -1.155
C 0.861 1.655 -0.290
C 0.253 1.593 1.117
C -1.155 2.166 1.190
Cl 1.338 2.511 2.277
C 0.898 -1.330 0.004
C 1.906 -1.817 1.041
O 2.186 -0.887 2.071
C 1.347 -3.049 1.769
F 0.630 -3.836 0.942
F 2.314 -3.826 2.282
F 0.538 -2.690 2.774
H 5.808 2.540 3.251
H 4.543 1.593 2.448
H 5.699 0.793 3.505
H 5.230 -1.007 -0.030
H 4.721 -0.491 1.565
H 4.583 1.594 -0.532
H 3.371 1.244 0.664
H 3.399 0.596 -2.141
H 3.502 -0.949 -1.347
H 1.743 2.296 -0.295
H 0.142 2.133 -0.960
H 0.253 0.595 1.539
H -1.409 2.391 2.227
H -1.860 1.407 0.839
H -1.231 3.068 0.584
H 0.692 -2.156 -0.677
H -0.041 -1.096 0.511
H 2.843 -2.143 0.573
H 2.258 -0.007 1.688
O -5.507 -1.106 2.212
S -4.094 -1.208 2.255
O -3.285 -0.436 1.379
O -3.694 -2.749 2.162
C -2.872 -3.123 3.283
C -3.342 -2.214 4.400
O -3.571 -0.959 3.741
H -1.828 -2.943 3.025
H -3.020 -4.176 3.503
H -2.592 -2.071 5.173
H -4.276 -2.561 4.845
O 1.039 1.611 -5.880
S 0.046 1.164 -4.971
O -0.278 1.919 -3.814
O 0.376 -0.341 -4.563
C -0.748 -1.194 -4.829
C -1.417 -0.548 -6.027
O -1.309 0.856 -5.755
H -1.402 -1.202 -3.955
H -0.385 -2.197 -5.038
H -2.468 -0.805 -6.118
H -0.892 -0.772 -6.957
O -4.669 1.362 -3.567
S -4.115 0.820 -2.380
O -3.215 -0.277 -2.432
O -5.308 0.495 -1.372
C -5.103 1.157 -0.114
C -4.346 2.416 -0.490
O -3.437 1.975 -1.509
H -4.519 0.506 0.537
H -6.071 1.362 0.334
H -3.772 2.829 0.335
H -5.004 3.181 -0.906

E_LUMO	0.20	eV
frontier orbital gap	8.8	eV
SMILES	CC(=O)OCCCP(C[C@H](C)Cl)C[C@@H](O)C(F)(F)F.O=S1(=O)OCCO1.O=S1(=O)OCCO1.O=S1(=O)OCCO1
energy	-4090.61646	a.u.

Results of the Löwdin charge analysis, in e, for atoms 1 through 6:
1 C 0.021
2 C -0.516
3 O 0.103
4 O 0.004
5 C -0.187
6 C -0.202


10.
ORCA calculation (ωB97M-V with the def2-TZVPD basis set) on C3H5N4O2 as an isolated structure at a distorted geometry.

Positions of all 14 atoms, in Å:
C -1.798 1.610 -0.207
C 0.368 0.846 -0.051
C 2.619 -0.449 -0.134
N 1.457 0.413 -0.179
N -0.538 1.750 -0.020
N -0.802 -0.885 0.418
N -1.972 -1.065 0.241
O -2.481 0.510 -0.272
O -2.833 -1.785 0.286
H -2.326 2.560 -0.429
H 3.147 -0.127 0.694
H 3.078 -0.171 -1.093
H 2.249 -1.587 0.046
H -0.168 -1.621 0.699

E_LUMO	-5.50	eV
frontier orbital gap	9.7	eV
energy	-486.32581	a.u.
total charge	+1

Results of the natural (NBO) charge analysis, in e, for atoms 1 through 6:
1 C 0.542
2 C 0.725
3 C -0.405
4 N -0.324
5 N -0.552
6 N -0.433


11.
ORCA calculation (ωB97M-V with the def2-TZVPD basis set) on one molecule with the formula C20H23N3O3S2.

Positions of all 51 atoms, in Å:
C -6.174 -2.664 0.967
O -5.700 -1.377 1.281
C -4.660 -0.873 0.562
C -4.008 -1.535 -0.473
C -2.963 -0.918 -1.136
C -2.548 0.361 -0.784
N -1.474 0.914 -1.501
C -0.769 2.037 -1.230
O -1.044 2.853 -0.377
C 0.479 2.182 -2.104
C 1.627 1.325 -1.531
C 1.178 -0.128 -1.426
O 0.791 -0.840 -2.324
N 1.227 -0.440 -0.108
C 0.854 -1.734 0.434
C 1.994 -2.694 0.359
C 3.059 -2.792 1.201
C 3.984 -3.781 0.802
C 3.609 -4.413 -0.339
S 2.123 -3.813 -0.957
C 1.719 0.615 0.656
S 1.932 0.505 2.274
N 1.971 1.647 -0.166
C 2.574 2.922 0.199
C 1.704 3.680 1.198
C 3.994 2.712 0.724
C -3.196 1.024 0.255
C -4.237 0.410 0.916
H -5.401 -3.425 1.114
H -6.996 -2.851 1.655
H -6.545 -2.716 -0.062
H -4.301 -2.528 -0.775
H -2.459 -1.441 -1.937
H -1.136 0.317 -2.245
H 0.283 1.851 -3.125
H 0.771 3.233 -2.113
H 2.503 1.416 -2.187
H 0.004 -2.098 -0.149
H 0.558 -1.572 1.474
H 3.171 -2.179 2.078
H 4.884 -4.010 1.344
H 4.115 -5.201 -0.861
H 2.626 3.495 -0.733
H 2.089 4.688 1.324
H 1.710 3.180 2.161
H 0.679 3.734 0.839
H 4.460 3.675 0.908
H 3.972 2.153 1.655
H 4.595 2.165 0.000
H -2.879 2.013 0.540
H -4.747 0.912 1.722

E_LUMO	0.51	eV
frontier orbital gap	8.6	eV
SMILES	COc1ccc(NC(=O)C[C@@H]2C(=O)N(Cc3cccs3)C(=S)N2C(C)C)cc1
energy	-1962.34052	a.u.

Results of the natural (NBO) charge analysis, in e, for atoms 1 through 6:
1 C -0.252
2 O -0.491
3 C 0.289
4 C -0.313
5 C -0.172
6 C 0.097